The following is a DFT calculation (ωB97M-V/def2-TZVPD) of a molecular structure, C13H10FeN2O4 in a non-equilibrium geometry.

total energy = -59177.760 eV
E_LUMO (spin up / spin down) = -8.1921 / -12.2579 eV
largest force on an atom = 9.25 eV/A
frontier orbital gap (spin up / spin down) = 5.58 / 1.80 eV
relative energy (zero: lowest compared OMol25 entry of this formula, charge and spin) = 0.0 kcal per mole

```
! wB97M-V def2-TZVPD RIJCOSX def2/J DEFGRID3
* xyz 2 5
Fe 0.19 -0.36 -0.72
O 0.50 2.56 -0.93
C 0.35 1.41 -0.92
C 0.10 -2.10 -1.11
O 0.02 -3.26 -1.14
C 1.93 -0.45 -1.08
O 3.09 -0.49 -1.05
C -1.54 -0.26 -1.11
O -2.70 -0.21 -1.13
C 0.25 0.31 -6.06
H -0.65 0.93 -6.10
H 1.21 0.84 -6.08
C 0.19 -1.03 -6.12
H 1.09 -1.65 -6.19
H -0.77 -1.56 -6.21
N 0.81 -1.37 3.07
C 0.89 -1.53 1.74
N 0.24 -0.52 1.13
C -0.30 0.32 2.13
C -1.02 1.52 2.03
C -1.29 2.18 3.25
C -0.90 1.63 4.49
C -0.20 0.41 4.56
C 0.07 -0.21 3.36
H 1.21 -1.99 3.76
H 1.43 -2.35 1.26
H -1.33 1.89 1.05
H -1.83 3.14 3.20
H -1.14 2.20 5.40
H 0.11 -0.03 5.51
*
```

---

The following is a DFT calculation (ωB97M-V/def2-TZVPD) of a molecular structure, C5H13AlBCl2N2O.

total energy = -42745.275 eV
E_LUMO = 3.1572 eV
largest force on an atom = 0.79 eV/A
frontier orbital gap = 7.75 eV
relative energy (zero: lowest compared OMol25 entry of this formula, charge and spin) = 0.0 kcal per mole

```
! wB97M-V def2-TZVPD RIJCOSX def2/J DEFGRID3
* xyz -1 1
C -0.84 -2.74 -0.57
C -0.13 -2.64 0.78
Cl -1.38 -2.83 2.09
C 0.62 -1.33 1.03
Cl 2.39 -1.64 0.76
Al -0.05 0.35 0.05
C 0.32 1.92 1.35
C -0.92 2.55 1.79
N -1.41 3.63 1.30
B 1.02 0.78 -1.74
N 0.51 0.67 -3.10
O 2.35 1.23 -1.64
H -0.34 -2.14 -1.33
H -0.84 -3.78 -0.90
H -1.87 -2.44 -0.48
H 0.54 -3.49 0.89
H 0.54 -1.11 2.09
H -1.66 0.28 -0.16
H 0.84 1.52 2.22
H 0.95 2.66 0.86
H -1.47 2.01 2.58
H -2.30 3.83 1.75
H -0.49 0.83 -3.12
H 0.93 1.36 -3.71
H 2.87 0.84 -2.35
*
```

---

The following is a DFT calculation (ωB97M-V/def2-TZVPD) of C5H12O in the gas phase.

SMILES string = CC(C)[C@@H](C)O
total energy = -7427.088 eV
E_LUMO = 1.0042 eV
largest force on an atom = 0.37 eV/A
frontier orbital gap = 11.06 eV
relative energy (zero: lowest compared OMol25 entry of this formula, charge and spin) = 5.1 kcal per mole

```
! wB97M-V def2-TZVPD RIJCOSX def2/J DEFGRID3
* xyz 0 1
C 0.50 0.54 -1.85
C 0.55 -0.05 -0.44
C 1.29 0.86 0.53
C -0.88 -0.38 0.03
C -0.93 -1.35 1.21
O -1.63 0.80 0.32
H 0.05 -0.18 -2.55
H -0.11 1.44 -1.86
H 1.50 0.79 -2.22
H 1.08 -1.02 -0.50
H 1.29 0.48 1.56
H 2.34 0.98 0.22
H 0.84 1.86 0.54
H -1.39 -0.84 -0.83
H -1.78 -2.04 1.12
H -1.03 -0.82 2.16
H -0.01 -1.95 1.27
H -1.69 0.88 1.28
*
```

---

> The highest total energy belongs to which entry?

C5H12O

---

> largest force on an atom of number 3 (C5H12O)?

0.37 eV/A